# 1
Molecular formula: C4H16N2NiO10
Method: DFT, ωB97M-V/def2-TZVPD

Results
- Energy: -68896.8274 eV
- Molar mass: 310.869 g/mol
- HOMO level (alpha / beta): 0.293 / -6.143 eV
- E_LUMO (alpha / beta): 2.732 / 2.591 eV

```
! wB97M-V def2-TZVPD RIJCOSX def2/J DEFGRID3
* xyz -1 4
Ni 2.32 12.29 3.81
N 0.77 12.23 6.84
O 1.42 12.62 7.79
O -0.44 12.08 6.89
O 1.38 12.03 5.75
N 3.94 13.07 1.12
O 3.29 13.70 0.31
O 3.44 12.51 2.07
O 5.10 12.91 0.91
C 3.09 15.34 3.50
O 3.22 14.16 4.31
H 4.04 15.54 3.00
H 2.38 15.26 2.68
H 2.83 16.17 4.15
H 3.65 14.48 5.10
C 2.15 9.49 2.69
O 1.39 10.49 3.41
H 1.61 9.17 1.80
H 3.15 9.87 2.46
H 2.31 8.64 3.34
H 0.60 10.02 3.69
C 4.47 11.49 5.98
O 4.07 11.42 4.58
H 5.09 10.61 6.17
H 5.07 12.37 6.21
H 3.65 11.42 6.70
H 4.77 10.89 4.19
C -0.55 13.69 3.37
O 0.68 13.14 2.87
H -0.31 14.10 4.35
H -0.99 14.49 2.78
H -1.30 12.90 3.43
H 0.48 12.75 2.02
*
```

---

# 2
Molecular formula: C4H41N2O14
Method: DFT, ωB97M-V/def2-TZVPD

Results
- Energy: -36456.1163 eV
- Molar mass: 341.372 g/mol
- HOMO level: -12.198 eV
- E_LUMO: -2.309 eV

```
! wB97M-V def2-TZVPD RIJCOSX def2/J DEFGRID3
* xyz 1 1
N 0.96 -1.07 -2.23
C -0.03 -0.67 -1.14
C 0.75 -0.06 0.00
C -0.86 -1.90 -0.75
N -1.72 -1.57 0.42
C -2.71 -0.52 0.14
H 0.47 -1.58 -2.94
H 1.39 -0.16 -2.61
H 1.73 -1.62 -1.85
H -0.70 0.13 -1.58
H 1.27 -0.80 0.51
H 0.08 0.43 0.68
H 1.48 0.61 -0.37
H -1.53 -2.28 -1.66
H -0.19 -2.71 -0.49
H -2.20 -2.46 0.74
H -3.36 -0.49 0.99
H -2.22 0.47 0.11
H -3.23 -0.71 -0.74
H 1.24 -0.17 2.74
H 2.62 0.23 2.10
O 1.91 0.56 2.69
H -1.68 -2.26 -4.47
H -1.78 -0.86 -3.64
O -1.13 -1.62 -3.92
H 0.83 -2.80 1.86
H 1.40 -4.17 2.01
O 1.20 -3.56 1.37
H -1.28 2.50 -1.31
H -1.35 3.23 -2.66
O -1.21 2.37 -2.29
H -2.00 0.17 3.62
H -2.09 -0.55 4.94
O -1.97 -0.71 4.05
H -1.73 3.61 0.60
H -0.50 2.74 0.75
O -1.35 2.75 0.35
H -0.72 1.85 2.78
H -1.91 1.79 1.85
O -1.69 1.62 2.78
H 1.71 2.09 -2.13
H 0.34 1.82 -2.77
O 1.27 1.51 -2.83
H 2.70 3.69 -0.74
H 1.72 2.89 0.07
O 1.98 3.11 -0.80
H 4.47 -0.59 1.21
H 3.36 -1.12 0.31
O 3.66 -0.40 0.87
H 1.36 1.81 2.02
H 1.23 3.39 2.30
O 1.01 2.70 1.66
H -0.54 -1.34 3.36
H -0.49 -1.26 1.82
O 0.13 -1.43 2.61
H -3.55 0.63 -3.57
H -2.25 1.11 -2.77
O -2.76 0.30 -3.02
H 2.20 -2.94 0.21
H 3.43 -3.19 -0.74
O 2.80 -2.53 -0.51
*
```

---

# 3
Molecular formula: C7H30NO7
Method: DFT, ωB97M-V/def2-TZVPD

Results
- Energy: -23563.7738 eV
- Molar mass: 240.317 g/mol
- HOMO level: -12.079 eV
- E_LUMO: -2.405 eV

```
! wB97M-V def2-TZVPD RIJCOSX def2/J DEFGRID3
* xyz 1 1
C -1.64 -0.88 -2.40
C -0.58 -0.38 -1.44
C 0.50 0.49 -2.11
C -0.01 1.89 -2.43
C -0.53 2.65 -1.21
C 0.41 2.69 -0.05
C 1.73 3.00 -0.19
N 0.10 -1.59 -0.81
H -1.18 -1.43 -3.26
H -2.23 -0.02 -2.85
H -2.40 -1.54 -1.90
H -1.04 0.20 -0.61
H 1.42 0.62 -1.43
H 0.87 -0.03 -3.04
H 0.76 2.45 -2.97
H -0.87 1.83 -3.19
H -0.75 3.73 -1.45
H -1.48 2.30 -0.89
H -0.04 2.45 0.93
H 2.38 3.03 0.68
H 2.18 3.28 -1.15
H -0.47 -1.98 -0.02
H 1.00 -1.34 -0.39
H 0.26 -2.31 -1.47
H 3.63 -0.71 -0.02
H 2.65 -1.75 0.76
O 2.70 -0.83 0.29
H 2.43 -3.73 1.82
H 1.14 -2.94 1.68
O 1.99 -3.18 1.22
H -0.75 0.66 3.76
H 0.23 0.71 2.60
O -0.64 0.37 2.80
H -3.24 -2.69 0.48
H -2.69 -1.22 0.71
O -2.44 -2.18 0.53
H -1.21 -2.50 1.84
H -0.42 -1.38 2.58
O -0.33 -2.20 2.18
H -1.99 0.53 1.78
H -3.50 0.76 1.47
O -2.68 0.43 1.06
H 2.22 0.29 1.52
H 2.61 1.58 2.37
O 1.92 0.85 2.24
*
```

---

# 4
Molecular formula: C4H4S
Method: DFT, ωB97M-V/def2-TZVPD

Results
- Energy: -15044.6831 eV
- Molar mass: 84.143 g/mol
- SMILES: C#CCC=S
- HOMO level: -8.827 eV
- E_LUMO: -0.281 eV

```
! wB97M-V def2-TZVPD RIJCOSX def2/J DEFGRID3
* xyz 0 1
C -0.50 1.63 1.27
C -0.05 0.91 0.45
C 0.32 0.08 -0.67
C 0.02 -1.33 -0.27
S -1.04 -2.43 -0.74
H -0.79 2.22 2.08
H 1.30 0.21 -0.86
H -0.09 0.52 -1.64
H 0.83 -1.81 0.39
*
```

---

# 5
Molecular formula: C4H6N2
Method: DFT, ωB97M-V/def2-TZVPD

Results
- Energy: -7215.8974 eV
- Molar mass: 82.106 g/mol
- HOMO level (alpha / beta): -6.850 / -9.140 eV
- E_LUMO (alpha / beta): 1.187 / -1.328 eV

```
! wB97M-V def2-TZVPD RIJCOSX def2/J DEFGRID3
* xyz 0 3
C 0.54 0.87 1.10
C 1.24 1.00 -0.04
C -1.16 -0.40 -0.39
C -0.07 -0.32 0.59
N -0.26 -0.17 -1.50
N 0.85 -0.30 -0.56
H 0.43 1.31 2.07
H 1.96 1.71 -0.37
H -1.84 -1.35 -0.51
H -1.99 0.25 -0.08
H 0.67 -1.71 1.91
H -0.35 -0.89 -2.22
*
```

---

# 6
Molecular formula: C8H15BClNO6PTl
Method: DFT, ωB97M-V/def2-TZVPD

Results
- Energy: -49474.7738 eV
- Molar mass: 502.831 g/mol
- HOMO level: -16.588 eV
- E_LUMO: -12.667 eV

```
! wB97M-V def2-TZVPD RIJCOSX def2/J DEFGRID3
* xyz 2 1
C -0.01 3.64 -0.89
B -0.03 2.03 -0.52
O -0.13 1.57 0.84
C -0.12 0.15 0.78
C 0.47 -0.29 2.12
C -0.61 -0.92 2.97
C -1.76 0.02 3.33
Cl -1.24 -2.34 2.08
C 0.67 -0.18 -0.56
C -0.12 -0.76 -1.75
P 0.33 -2.51 -2.12
O 0.51 -3.26 -0.91
O 1.61 -2.51 -3.03
O -0.85 -3.06 -3.04
O 1.94 -0.78 -0.43
C 2.83 0.06 0.00
N 3.41 0.90 0.56
O 0.98 1.18 -1.01
H -1.00 3.99 -1.14
H 0.38 4.19 -0.04
H 0.57 3.74 -1.80
H -1.21 1.78 -0.84
H -1.15 -0.18 0.66
H 0.79 0.60 2.67
H 1.35 -0.91 2.03
H -0.19 -1.29 3.89
H -2.70 -0.48 3.18
H -1.79 0.92 2.71
H -1.74 0.33 4.36
H 0.09 -0.12 -2.62
H -1.18 -0.64 -1.53
H 2.31 -2.04 -2.57
H -1.67 -2.57 -2.90
Tl -0.76 -0.27 -4.49
*
```

---

# 7
Molecular formula: C11H12NO2
Method: DFT, ωB97M-V/def2-TZVPD

Results
- Energy: -17187.2257 eV
- Molar mass: 190.222 g/mol
- HOMO level: -3.626 eV
- E_LUMO: 3.562 eV

```
! wB97M-V def2-TZVPD RIJCOSX def2/J DEFGRID3
* xyz -1 1
C -0.29 -1.82 -2.89
C -0.04 -0.55 0.52
C 0.23 -1.67 -0.44
C -0.64 -1.36 -1.57
C -1.17 -0.11 -1.24
C 0.69 -0.40 1.59
C 1.79 -1.28 1.78
C 2.00 -2.40 1.00
C 1.16 -2.66 -0.14
N -1.11 0.30 0.08
H 0.50 0.38 2.36
H 2.39 -1.15 2.67
H -1.75 1.33 0.74
H 2.68 -3.17 1.33
H -1.68 0.52 -2.01
H 1.32 -3.52 -0.75
H -0.78 -1.50 -3.82
H -0.31 -2.84 -2.89
H 0.78 -1.59 -3.04
C -0.57 3.56 0.47
C -1.24 3.14 1.72
O -1.01 3.66 2.78
O -2.05 2.13 1.51
H 0.24 4.35 0.64
H -1.33 3.85 -0.33
H 0.18 2.83 -0.07
*
```

---

# 8
Molecular formula: CH4N2O3
Method: DFT, ωB97M-V/def2-TZVPD

Results
- Energy: -10220.2638 eV
- Molar mass: 92.054 g/mol
- HOMO level: -9.281 eV
- E_LUMO: -0.488 eV

```
! wB97M-V def2-TZVPD RIJCOSX def2/J DEFGRID3
* xyz 0 1
C 0.48 0.23 0.21
N -1.82 -0.27 -0.48
N 0.76 -0.87 -0.66
O -2.90 -0.32 -0.04
O 0.79 1.46 -0.31
O -0.84 0.19 0.63
H 1.26 0.08 1.42
H 0.22 -1.66 -0.37
H 1.72 -1.04 -0.66
H 0.34 2.21 0.25
*
```

---

# 9
Molecular formula: C66H67F5N5O4P2Ti
Method: DFT, ωB97M-V/def2-TZVPD

Results
- Energy: -140453.4849 eV
- Molar mass: 1199.098 g/mol
- HOMO level (alpha / beta): -1.631 / -4.343 eV
- E_LUMO (alpha / beta): 2.127 / 2.127 eV

```
! wB97M-V def2-TZVPD RIJCOSX def2/J DEFGRID3
* xyz -1 3
Ti -0.74 0.76 1.10
O -0.65 -0.14 2.61
C 0.25 -0.04 3.67
C 1.62 -0.50 3.10
C 2.06 0.03 1.73
C 3.42 -0.02 1.44
C 3.92 0.61 0.32
C 3.07 1.44 -0.39
C 1.72 1.45 -0.08
C 0.80 2.54 -0.60
C 0.35 3.38 0.64
O -0.33 2.54 1.54
C 1.66 3.97 1.21
C 2.29 5.07 0.60
C 3.53 5.51 1.03
C 4.18 4.86 2.09
C 3.56 3.79 2.71
C 2.31 3.35 2.27
C -0.57 4.56 0.33
C -0.82 4.99 -0.96
C -1.69 6.05 -1.21
C -2.32 6.69 -0.15
C -2.06 6.26 1.16
C -1.19 5.20 1.39
N 1.22 0.60 0.84
C -0.21 -0.93 4.83
C 0.63 -1.24 5.89
C 0.16 -1.95 6.99
C -1.17 -2.36 7.04
C -2.02 -2.06 5.97
C -1.54 -1.35 4.87
C 0.23 1.36 4.33
C -0.94 2.11 4.31
C -1.01 3.34 4.94
C 0.10 3.84 5.62
C 1.26 3.08 5.69
C 1.31 1.84 5.05
H 1.57 -1.58 3.05
H 2.41 -0.25 3.80
H 4.09 -0.52 2.13
H 4.98 0.56 0.08
H 3.45 2.10 -1.15
H -0.07 2.13 -1.11
H 1.36 3.17 -1.30
H 1.79 5.58 -0.22
H 4.00 6.36 0.55
H 5.16 5.19 2.41
H 4.04 3.28 3.54
H 1.82 2.51 2.75
H -0.35 4.48 -1.80
H -1.89 6.36 -2.23
H -3.01 7.50 -0.33
H -2.54 6.76 1.99
H -1.00 4.85 2.40
H 1.67 -0.93 5.88
H 0.83 -2.19 7.81
H -1.55 -2.91 7.90
H -3.05 -2.38 5.99
H -2.19 -1.11 4.03
H -1.81 1.73 3.79
H -1.93 3.91 4.90
H 0.05 4.81 6.10
H 2.12 3.45 6.23
H 2.24 1.27 5.12
O -3.26 -0.70 2.11
N -2.60 -1.75 1.42
C -3.43 -2.56 0.77
C -2.95 -3.79 0.26
C -3.86 -4.75 -0.28
C -3.47 -6.02 -0.57
C -2.14 -6.44 -0.34
C -1.21 -5.51 0.10
C -1.55 -4.17 0.36
P -0.19 -2.93 0.57
C 0.84 -3.58 -0.88
C 0.10 -3.60 -2.07
C 0.61 -4.11 -3.25
C 1.91 -4.61 -3.29
C 2.68 -4.57 -2.14
C 2.15 -4.05 -0.95
C 0.55 -3.66 2.12
C 1.91 -3.81 2.41
C 2.34 -4.33 3.63
C 1.42 -4.67 4.61
C 0.07 -4.47 4.37
C -0.37 -3.98 3.14
H -4.21 -0.77 1.97
H -4.49 -2.33 0.69
H -4.90 -4.44 -0.43
H -4.20 -6.73 -0.97
H -1.83 -7.46 -0.53
H -0.18 -5.82 0.22
H -0.91 -3.21 -2.05
H -0.02 -4.15 -4.14
H 2.31 -5.04 -4.21
H 3.70 -4.95 -2.15
H 2.79 -4.04 -0.08
H 2.66 -3.48 1.70
H 3.40 -4.47 3.80
H 1.76 -5.07 5.56
H -0.66 -4.69 5.14
H -1.42 -3.81 2.97
F -2.32 2.52 -0.51
C -2.73 1.37 0.25
F -3.16 1.96 1.46
C -4.02 1.05 -0.51
F -3.72 0.57 -1.74
F -4.78 2.14 -0.69
F -4.81 0.14 0.09
O -0.59 0.16 -1.89
P -0.11 0.16 -3.29
N -0.34 1.66 -3.96
C -1.62 2.35 -3.62
C -1.50 3.66 -4.37
C -0.83 3.23 -5.68
C 0.19 2.17 -5.24
N 1.51 -0.16 -3.46
C 2.33 -0.04 -4.69
C 3.38 -1.16 -4.58
C 3.45 -1.45 -3.08
C 1.99 -1.34 -2.66
N -0.91 -1.03 -4.11
C -0.61 -1.44 -5.49
C -1.99 -1.71 -6.14
C -3.00 -1.07 -5.18
C -2.34 -1.29 -3.83
H -1.71 2.47 -2.54
H -2.49 1.79 -3.97
H -0.85 4.36 -3.83
H -2.47 4.13 -4.52
H -0.36 4.05 -6.22
H -1.58 2.77 -6.34
H 1.17 2.63 -5.08
H 0.30 1.40 -6.00
H 2.83 0.94 -4.70
H 1.76 -0.13 -5.61
H 4.33 -0.86 -5.01
H 3.02 -2.05 -5.10
H 4.05 -0.70 -2.57
H 3.84 -2.44 -2.85
H 1.83 -1.17 -1.60
H 1.46 -2.25 -2.95
H 0.01 -2.34 -5.49
H -0.07 -0.67 -6.03
H -2.17 -2.78 -6.20
H -2.04 -1.30 -7.15
H -4.00 -1.50 -5.25
H -3.07 0.01 -5.38
H -2.47 -2.34 -3.52
H -2.71 -0.66 -3.02
*
```